Entry 1:
{
  "formula": "C6H9N4S",
  "method": "ωB97M-V with the def2-TZVPD basis set",
  "elements": ["C", "C", "C", "C", "C", "N", "N", "N", "N", "C", "S", "H", "H", "H", "H", "H", "H", "H", "H", "H"],
  "xyz": [[-0.103, -1.415, -0.663], [-0.107, -0.083, 0.050], [0.877, 0.924, -0.511], [-0.402, -0.102, 1.536], [-1.372, 0.465, 0.582], [-2.911, -0.441, 0.194], [-3.027, -1.766, 0.368], [-4.256, -2.040, 0.171], [-4.975, -0.954, -0.107], [-4.141, 0.089, -0.079], [-4.418, 1.718, -0.319], [-0.278, -1.273, -1.727], [-0.898, -2.044, -0.269], [0.854, -1.918, -0.527], [0.650, 1.109, -1.561], [1.901, 0.554, -0.436], [0.809, 1.871, 0.020], [0.100, 0.594, 2.197], [-0.619, -1.059, 1.985], [-1.697, 1.488, 0.525]],
  "total_charge": -1,
  "smiles": "CC1(C)C[C@@H]1n1nnnc1[S-]",
  "multiplicity": 1,
  "e_above_lowest_kcal_mol": 28.01,
  "orbital_gap_ev": 6.37,
  "homo_energy_ev": -3.21,
  "lumo_ha": 0.1161
}

***

Entry 2:
{
  "formula": "C2H2BrF3O",
  "method": "ωB97M-V with the def2-TZVPD basis set",
  "elements": ["O", "C", "C", "F", "F", "F", "H", "Br", "H"],
  "xyz": [[-1.295, 1.017, 1.497], [-0.115, 0.708, 1.444], [0.701, 0.912, 0.179], [1.127, -0.243, -0.339], [0.128, 1.708, -0.723], [1.840, 1.598, 0.506], [0.456, 0.193, 2.197], [-1.070, -3.500, -2.127], [-1.772, -2.394, -2.634]],
  "smiles": "O=CC(F)(F)F.Br",
  "multiplicity": 1,
  "e_above_lowest_kcal_mol": 11.12,
  "orbital_gap_ev": 10.85,
  "homo_energy_ev": -11.11,
  "lumo_ha": -0.0095
}

***

Entry 3:
{
  "formula": "C2H2N2O2",
  "method": "ωB97M-V with the def2-TZVPD basis set",
  "elements": ["O", "C", "N", "O", "C", "N", "H", "H"],
  "xyz": [[1.668, 0.126, 0.537], [0.610, -0.212, -0.155], [0.107, -1.394, -0.394], [-0.992, -0.614, 0.424], [-1.196, 0.669, -0.290], [-0.081, 1.036, -0.736], [2.104, -0.673, 0.877], [-2.219, 1.061, -0.264]],
  "multiplicity": 1,
  "e_above_lowest_kcal_mol": 125.46,
  "orbital_gap_ev": 10.02,
  "homo_energy_ev": -9.50,
  "lumo_ha": 0.0190
}